Formula: C5H11IN
Source: the OMol25 dataset
Level of theory: wB97M-V/def2-TZVPD

Last column: Mulliken charge in e.
CARTESIAN COORDINATES (ANGSTROEM)
C1 -0.979 -0.889 -0.861  0.05
C2 -0.194 -0.133 0.333  -0.17
C3 1.021 1.998 0.476  -1.22
C4 2.051 -0.054 -0.769  -1.15
C5 0.905 0.639 -0.048  0.65
N1 -0.183 -1.582 0.044  -0.48
I1 -4.863 -0.137 0.005  -0.04
H1 -2.084 -0.811 -0.845  -0.09
H2 -0.616 -0.937 -1.947  0.24
H3 -0.943 0.112 1.115  0.49
H4 2.078 2.281 0.572  0.36
H5 0.636 1.886 1.444  0.44
H6 0.547 2.593 -0.202  0.35
H7 2.981 -0.135 -0.109  0.39
H8 1.887 -1.169 -0.873  0.37
H9 2.508 0.491 -1.661  0.36
H10 -0.715 -2.128 0.821  0.33
H11 -4.159 0.828 -1.004  0.10

relative energy (zero: lowest compared OMol25 entry of this formula, charge and spin)	309.4	kJ/mol
gap between HOMO and LUMO	7.30	eV
E_LUMO	-5.8	eV
net charge	+1



Formula: C5H10O
Source: the OMol25 dataset
Level of theory: wB97M-V/def2-TZVPD

Last column: Mulliken charge in e.
CARTESIAN COORDINATES (ANGSTROEM)
C1 2.676 -0.088 0.230  -0.48
O1 1.484 0.359 0.505  -0.19
C2 0.655 1.033 -0.229  -0.29
C3 -0.758 1.100 0.239  -0.47
C4 -1.616 -0.063 -0.299  -0.42
C5 -1.018 -1.429 0.036  -1.03
H1 3.093 0.086 -0.755  0.26
H2 -0.024 -1.547 -0.411  0.26
H3 3.193 -0.552 1.055  0.27
H4 0.958 1.238 -1.256  0.32
H5 -0.763 1.081 1.337  0.28
H6 -1.205 2.055 -0.065  0.29
H7 -1.711 0.038 -1.388  0.28
H8 -2.631 0.015 0.112  0.29
H9 -0.903 -1.554 1.120  0.29
H10 -1.649 -2.243 -0.334  0.34

relative energy (zero: lowest compared OMol25 entry of this formula, charge and spin)	346.3	kJ/mol
gap between HOMO and LUMO (alpha / beta)	8.20 / 7.96	eV
E_LUMO (alpha / beta)	0.9 / 0.9	eV



Formula: C22H20BrCl3F5O3OsS
Source: the OMol25 dataset
Level of theory: wB97M-V/def2-TZVPD

Last column: Mulliken charge in e.
CARTESIAN COORDINATES (ANGSTROEM)
Os1 1.077 -2.226 -0.204  1.17
C1 0.111 5.061 -1.161  -1.59
C2 -0.668 4.533 0.053  1.92
C3 0.020 4.994 1.348  -1.55
C4 -2.082 5.110 0.018  -2.03
C5 -0.663 3.011 0.023  -0.32
C6 0.573 2.334 0.017  -0.83
C7 0.544 0.974 0.014  -0.12
Br1 2.165 -0.026 -0.019  -0.08
C8 -0.630 0.195 0.016  0.53
O1 -0.521 -1.112 0.034  -0.69
C9 -1.877 0.858 -0.002  -0.16
C10 -1.829 2.251 0.007  0.32
C11 -3.244 0.177 -0.055  2.07
C12 -3.212 -1.353 -0.084  -2.09
C13 -4.046 0.606 1.185  -1.68
C14 -3.970 0.656 -1.325  -1.72
H1 0.091 6.151 -1.160  0.45
H2 -0.335 4.715 -2.095  0.38
H3 1.156 4.751 -1.146  0.33
H4 0.022 6.083 1.393  0.44
H5 1.056 4.658 1.401  0.34
H6 -0.506 4.617 2.226  0.38
H7 -2.023 6.198 0.051  0.44
H8 -2.675 4.789 0.875  0.41
H9 -2.610 4.837 -0.897  0.41
H10 1.510 2.871 0.014  0.44
H11 -2.771 2.776 -0.006  0.37
H12 -2.778 -1.769 0.824  0.37
H13 -2.666 -1.742 -0.943  0.42
H14 -4.241 -1.708 -0.155  0.49
H15 -3.547 0.288 2.102  0.38
H16 -5.031 0.139 1.156  0.46
H17 -4.191 1.685 1.232  0.34
H18 -3.409 0.387 -2.221  0.40
H19 -4.128 1.733 -1.331  0.36
H20 -4.947 0.176 -1.381  0.46
F1 8.346 -3.846 0.382  -0.26
C15 7.052 -3.784 0.129  0.69
C16 6.429 -2.550 -0.001  -0.08
F2 7.134 -1.434 0.121  -0.27
C17 5.075 -2.496 -0.258  0.19
F3 4.526 -1.281 -0.392  -0.25
C18 4.297 -3.641 -0.401  0.22
S1 2.592 -3.752 -0.789  -0.25
C19 4.959 -4.870 -0.281  0.39
F4 4.283 -6.004 -0.412  -0.29
C20 6.313 -4.949 -0.011  0.11
F5 6.905 -6.126 0.114  -0.26
Cl1 -0.563 -6.569 0.812  -0.09
C21 -1.515 -5.145 0.378  0.93
Cl2 -2.458 -5.438 -1.068  -0.08
Cl3 -2.545 -4.646 1.718  -0.09
C22 -0.501 -4.040 0.119  0.23
O2 0.190 -3.529 1.057  -0.53
O3 -0.245 -3.581 -1.022  -0.53

relative energy (zero: lowest compared OMol25 entry of this formula, charge and spin)	100.0	kJ/mol
gap between HOMO and LUMO (alpha / beta)	6.22 / 5.18	eV
E_LUMO (alpha / beta)	-5.7 / -6.2	eV
net charge	+1



Number 1: largest force on an atom 0.0701 hartree/bohr. Number 2: largest force on an atom 0.0211 hartree/bohr. Number 3: largest force on an atom 0.0105 hartree/bohr.